Entry from the Open Molecules 2025 dataset: one molecule with the formula C14H19N3O4 (ωB97M-V/def2-TZVPD).

Geometry as XYZ:
```
40
Properties=species:S:1:pos:R:3:forces:R:3
N -5.6142 -0.9637 -0.9297 -0.093 0.073 -2.271
C -4.2805 -0.7177 -1.0665 0.612 0.189 0.792
O -3.6985 -0.6956 -2.1361 -0.619 0.001 0.098
C -3.4899 -0.4756 0.2348 -2.136 -1.620 1.157
C -2.2949 0.3350 -0.0084 2.219 0.614 -0.439
C -1.4386 0.5753 1.2482 1.338 -1.499 0.473
N -2.1352 1.0018 2.4485 0.091 0.585 0.071
C -0.2256 1.4524 0.8864 -0.324 0.604 1.087
O 0.0183 2.4911 1.5236 -0.211 -0.581 -0.244
N 0.5849 1.0488 -0.0925 -0.068 -1.742 -0.918
C 1.8698 1.6274 -0.3279 1.487 0.717 -0.968
C 2.7513 0.7036 -1.2379 -0.662 -1.165 1.371
C 2.9229 -0.7390 -0.6646 -0.253 0.817 0.746
C 2.3277 -1.8351 -1.3075 0.782 1.243 0.306
C 2.2953 -3.0614 -0.6978 -0.691 -1.061 -0.372
C 2.9101 -3.2827 0.5163 -0.329 -0.251 -0.247
C 3.5463 -2.2372 1.1330 0.617 1.454 0.882
C 3.5354 -0.9267 0.6041 -1.385 -1.746 -2.028
C 1.7650 3.0183 -1.0679 0.400 0.143 0.494
O 2.3639 3.2595 -2.0870 -0.668 -0.131 0.592
O 1.0248 3.9287 -0.4062 0.671 -0.492 -0.515
H -6.1218 -1.0462 -0.0865 -0.054 0.117 0.822
H -6.1480 -1.0031 -1.8116 0.512 -0.140 0.921
H -3.3515 -1.5102 0.7183 0.339 1.397 -0.717
H -4.0833 0.0764 1.0033 0.010 -0.515 -0.655
H -2.5730 1.3109 -0.3925 -0.412 0.360 -0.014
H -1.6431 -0.0281 -0.8456 -0.618 -0.164 0.864
H -0.9834 -0.4054 1.5878 -0.317 0.670 -0.728
H -2.5331 1.9223 2.3063 -0.168 0.161 -0.105
H -1.4546 1.1615 3.2069 -0.374 -0.294 -0.585
H 0.5068 0.1048 -0.5134 -0.407 0.939 0.633
H 2.3898 1.8172 0.6401 -0.334 -0.106 -0.495
H 2.3245 0.6683 -2.2357 -0.019 0.036 -0.100
H 3.7025 1.1801 -1.2867 0.736 0.378 -0.265
H 1.9743 -1.6750 -2.3038 -0.567 -0.096 -0.405
H 1.7175 -3.8697 -1.1489 0.332 0.131 -0.080
H 2.8417 -4.2679 0.9676 0.176 0.193 0.054
H 4.0167 -2.4252 2.0920 0.050 0.147 -0.005
H 3.8953 -0.0512 1.0684 0.696 0.516 0.885
H 0.7843 3.5335 0.4692 -0.355 0.115 -0.091
```
Forces are in eV/Å.

## Properties
Kohn-Sham gap = 10.081 eV
Net charge = 0
DFT total energy = -1010.16618 Eh
HOMO energy = -9.6 eV
SMILES = NC(=O)CC[C@H](N)C(=O)N[C@@H](Cc1ccccc1)C(=O)O



Entry from the Open Molecules 2025 dataset: one molecule with the formula C14H19NO5 (ωB97M-V/def2-TZVPD).

Geometry as XYZ:
```
39
Properties=species:S:1:pos:R:3:forces:R:3
C 4.6764 -1.7075 -2.5043 -0.151 0.060 0.427
C 3.9605 -1.3165 -1.2215 -0.057 0.003 -0.248
O 4.7378 -1.7657 -0.1254 0.139 -0.016 -0.230
C 4.0837 -1.7638 1.1114 -0.198 0.329 0.258
C 3.7260 -0.3690 1.6475 0.601 -0.299 -0.027
O 2.4134 0.0022 1.2329 -0.326 -0.067 -0.070
C 2.2633 1.1490 0.5508 0.332 0.180 -0.013
O 3.1748 1.8929 0.2827 -0.144 -0.060 0.010
C 0.8537 1.3873 0.1580 -0.388 0.100 -0.132
C 0.5538 2.5449 -0.5564 0.178 -0.087 0.083
C -0.7506 2.7903 -0.9414 0.109 -0.087 0.071
C -1.7613 1.8990 -0.6260 -0.129 -0.032 -0.004
C -1.4665 0.7391 0.0886 0.107 0.363 -0.201
N -2.4402 -0.1977 0.4351 0.068 -0.502 0.302
C -3.7753 -0.1881 0.1539 0.072 -0.272 0.212
O -4.3818 0.6505 -0.4578 -0.171 0.238 -0.191
O -4.3297 -1.2962 0.6949 0.298 -0.030 0.051
C -5.7280 -1.4771 0.4671 -0.461 0.057 -0.231
C -5.9983 -2.0986 -0.8953 0.238 0.172 0.302
C -0.1551 0.4875 0.4793 0.017 0.106 -0.053
H 5.6643 -1.2568 -2.5231 0.111 0.057 -0.062
H 4.1091 -1.3631 -3.3643 -0.029 0.031 -0.122
H 4.7880 -2.7872 -2.5550 0.007 -0.102 -0.050
H 2.9618 -1.7790 -1.1824 0.069 0.060 0.026
H 3.8369 -0.2257 -1.1851 -0.023 -0.095 0.049
H 4.7841 -2.2409 1.8004 -0.124 0.041 0.042
H 3.1591 -2.3614 1.0644 0.103 -0.002 0.051
H 3.7231 -0.3814 2.7410 -0.018 0.013 -0.104
H 4.4456 0.3740 1.2894 -0.086 -0.158 0.126
H 1.3521 3.2299 -0.7951 0.064 0.053 -0.019
H -0.9898 3.6858 -1.4941 -0.026 0.074 -0.048
H -2.7775 2.0910 -0.9269 -0.028 0.008 -0.010
H -2.1223 -0.9965 0.9672 -0.120 0.137 -0.106
H -6.0596 -2.1335 1.2741 0.042 0.119 -0.069
H -6.2279 -0.5065 0.5457 0.052 -0.179 0.076
H -5.6697 -1.4232 -1.6814 -0.019 0.023 -0.078
H -7.0635 -2.2779 -1.0079 -0.129 -0.040 -0.042
H -5.4662 -3.0419 -0.9925 0.001 -0.102 -0.026
H 0.0853 -0.4062 1.0348 0.017 -0.094 0.050
```
Forces are in eV/Å.

## Properties
Kohn-Sham gap = 9.240 eV
Net charge = 0
DFT total energy = -975.86666 Eh
HOMO energy = -8.8 eV
SMILES = CCOCCOC(=O)c1cccc(NC(=O)OCC)c1



Entry from the Open Molecules 2025 dataset: a 4-piece molecular cluster, C14H19O2S overall (ωB97M-V/def2-TZVPD).

Geometry as XYZ:
```
36
Properties=species:S:1:pos:R:3:forces:R:3
O 0.0108 -1.0629 1.4658 -1.544 -1.510 0.329
H 0.6184 -0.3947 1.2610 1.354 1.688 -0.347
C -2.8910 -3.0331 1.5783 0.697 1.006 2.768
S -2.6496 -1.9745 0.1828 -0.849 -1.649 -1.428
O -3.2915 -2.7803 -0.9170 0.163 0.160 -0.611
C -3.8616 -0.7633 0.6034 -0.663 0.349 0.055
H -2.3139 -2.4818 2.3878 -0.511 -0.946 -0.598
H -2.4871 -4.0137 1.4389 0.968 -0.257 -0.563
H -3.8932 -3.2871 1.9489 -0.281 0.869 -0.554
H -3.4403 -0.3104 1.4525 0.744 1.181 1.184
H -4.7908 -1.1840 1.0001 -0.104 -0.193 -0.790
H -3.9493 -0.0102 -0.2027 -0.153 -0.668 0.433
C 6.1205 -1.1176 1.0667 -1.380 0.469 0.956
C 4.6174 -1.4910 1.2517 4.105 1.873 -1.853
C 3.6308 -0.7665 0.6228 0.744 -0.215 1.352
C 3.9834 0.3615 -0.0501 0.793 3.177 -1.785
C 5.2664 0.9610 -0.0502 0.109 -5.686 2.001
C 6.3552 0.1465 0.4867 -2.560 -1.230 0.497
H 7.2113 -1.5384 1.4641 -3.704 0.126 -0.706
H 4.1739 -2.3205 1.6417 0.076 -2.660 1.777
H 2.5776 -0.9844 0.8134 0.163 -0.417 -0.376
H 3.1969 0.8237 -0.6659 0.340 0.199 0.500
H 5.5158 1.7633 -0.5994 0.446 2.968 -1.713
H 7.3988 0.3192 0.5464 0.734 1.335 -0.613
C -2.7431 3.1183 -0.7246 3.110 -2.068 8.396
C -1.9235 1.8433 -0.1952 -1.959 0.247 -2.144
C -1.5191 0.8776 -1.1776 -1.086 3.558 2.155
C -1.8188 1.1564 -2.5271 -1.082 3.226 0.679
C -2.4834 2.3334 -3.0072 0.350 -1.038 6.143
C -3.0033 3.3250 -1.9771 -0.187 0.205 -5.789
H -2.9289 3.8926 0.2125 0.033 -1.911 -2.850
H -1.8830 1.5063 0.9074 0.245 1.170 -1.839
H -0.9697 0.0335 -0.8046 0.150 -0.559 -0.102
H -1.4525 0.4537 -3.1788 0.462 -1.496 -1.962
H -2.8226 2.3129 -3.9607 -0.688 0.486 -2.927
H -3.5610 4.2859 -2.2943 0.966 -1.787 0.323
```
Forces are in eV/Å.

## Properties
Kohn-Sham gap = 6.437 eV
Net charge = -1
DFT total energy = -1093.32254 Eh
HOMO energy = -3.3 eV



Asked for energy relative to the best compared isomer or geometry (same formula, charge and spin) across the records above, the calculation gives 15.8, 11.1, 0.0 kcal per mole in order.